# 1
Formula: C5H12O2
Source: the OMol25 dataset
Level of theory: the ωB97M-V functional and the def2-TZVPD basis

## Properties
E_tot = -348.11939 Eh
F_max = 0.025 Eh/bohr
energy relative to the best compared isomer or geometry (same formula, charge and spin) = 53.60 kcal/mol
charge = 0
SMILES string = C=CCC=C.O.O

Each line ends with the natural charge from an NBO analysis.
Cartesian coordinates (Å):
C -1.502 0.069 -0.140  -0.41
C -1.431 0.049 1.184  -0.16
C -2.032 -1.098 2.016  -0.49
C -2.026 -2.458 1.379  -0.17
C -1.047 -3.351 1.456  -0.39
H -1.227 0.968 -0.699  0.20
H -1.889 -0.737 -0.763  0.20
H -1.017 0.852 1.792  0.20
H -1.529 -1.142 2.971  0.22
H -3.081 -0.817 2.157  0.22
H -2.916 -2.764 0.842  0.19
H -1.210 -4.323 1.004  0.20
H -0.101 -3.172 1.917  0.19
O 2.554 2.169 -5.106  -0.94
H 2.952 1.441 -4.616  0.47
H 1.798 1.799 -5.572  0.47
O 3.552 3.204 0.634  -0.94
H 3.178 2.558 0.009  0.47
H 3.795 2.697 1.412  0.47



# 2
Formula: C5H12O2
Source: the OMol25 dataset
Level of theory: the ωB97M-V functional and the def2-TZVPD basis

## Properties
E_tot = -348.05703 Eh
F_max = 0.008 Eh/bohr
energy relative to the best compared isomer or geometry (same formula, charge and spin) = 92.74 kcal/mol
charge = 0

Each line ends with the natural charge from an NBO analysis.
Cartesian coordinates (Å):
C 2.309 -0.024 0.770  -0.60
C 0.972 0.724 0.694  -0.43
C -0.181 -0.210 0.404  -0.09
O -0.574 -0.988 1.546  -0.75
C -1.361 0.072 -0.353  0.11
C -1.404 0.947 -1.570  -0.66
O -1.277 -1.638 -1.131  -0.88
H 2.246 -0.884 1.449  0.19
H 2.584 -0.416 -0.215  0.21
H 3.120 0.618 1.130  0.21
H 0.784 1.217 1.664  0.19
H 1.039 1.529 -0.046  0.22
H -0.237 -1.222 -0.641  0.42
H 0.150 -0.978 2.181  0.47
H -2.324 -0.086 0.135  0.21
H -0.444 0.978 -2.094  0.22
H -2.158 0.563 -2.261  0.24
H -1.688 1.971 -1.295  0.23
H -1.557 -2.174 -0.368  0.48



# 3
Formula: C5H12O2
Source: the OMol25 dataset
Level of theory: the ωB97M-V functional and the def2-TZVPD basis

## Properties
E_tot = -348.07726 Eh
F_max = 0.075 Eh/bohr
energy relative to the best compared isomer or geometry (same formula, charge and spin) = 80.05 kcal/mol
charge = 0
SMILES string = C=CCC.C=O.O

Each line ends with the natural charge from an NBO analysis.
Cartesian coordinates (Å):
C -0.636 0.410 -1.496  -0.48
C 0.278 -0.371 -0.904  -0.05
C 1.655 0.035 -0.551  -0.44
C 2.229 -0.628 0.680  -0.61
H -1.197 -0.026 -2.312  0.22
H -0.558 1.495 -1.464  0.21
H 0.138 -1.455 -0.886  0.18
H 2.195 -0.331 -1.442  0.22
H 1.747 1.126 -0.551  0.21
H 3.303 -0.439 0.730  0.21
H 1.719 -0.221 1.554  0.24
H 2.067 -1.715 0.644  0.20
C -2.428 -0.151 0.005  0.29
O -2.719 0.776 0.752  -0.58
H -1.866 -1.030 0.343  0.15
H -2.964 -0.242 -0.939  0.14
O -0.660 0.596 2.112  -1.03
H -0.515 1.523 1.862  0.45
H -1.787 0.649 1.862  0.48



# 4
Formula: C5H12O2
Source: the OMol25 dataset
Level of theory: the ωB97M-V functional and the def2-TZVPD basis

## Properties
E_tot = -347.97470 Eh
F_max = 0.091 Eh/bohr
energy relative to the best compared isomer or geometry (same formula, charge and spin) = 144.40 kcal/mol
charge = 0

Each line ends with the natural charge from an NBO analysis.
Cartesian coordinates (Å):
C 2.346 0.030 1.012  -0.60
C 0.986 0.756 0.928  -0.46
C 0.134 -0.187 0.070  0.12
O 0.242 -1.394 0.776  -0.74
C -1.323 0.299 -0.386  0.09
C -1.639 0.684 -1.807  -0.68
O -1.672 -1.731 -0.460  -0.78
H 2.373 -0.958 1.502  0.23
H 2.687 -0.137 -0.014  0.21
H 3.054 0.644 1.548  0.20
H 0.566 0.855 1.956  0.20
H 0.992 1.753 0.467  0.20
H 0.726 -0.809 -1.136  0.19
H -0.125 -1.485 1.633  0.46
H -1.998 0.965 0.262  0.20
H -0.960 0.177 -2.484  0.23
H -2.630 0.373 -2.147  0.25
H -1.526 1.744 -2.030  0.22
H -2.234 -1.579 0.310  0.43



# 5
Formula: C5H12O2
Source: the OMol25 dataset
Level of theory: the ωB97M-V functional and the def2-TZVPD basis

## Properties
E_tot = -347.96215 Eh
F_max = 0.010 Eh/bohr
energy relative to the best compared isomer or geometry (same formula, charge and spin) = 152.27 kcal/mol
charge = 0

Each line ends with the natural charge from an NBO analysis.
Cartesian coordinates (Å):
C -0.311 1.771 1.118  -0.26
O -0.130 0.397 0.813  -0.52
C 0.875 0.145 -0.411  -0.21
C 1.262 -0.255 1.575  -0.26
C 0.322 -1.008 -1.208  -0.50
C -1.110 -0.925 -1.745  -0.06
O -2.087 -1.059 -0.729  -0.73
H 0.659 2.272 1.225  0.19
H -0.876 1.847 2.051  0.20
H -0.871 2.239 0.301  0.20
H 0.807 1.086 -0.980  0.15
H 1.247 -1.323 1.379  0.22
H 0.852 -0.045 2.578  0.16
H 2.258 0.164 1.474  0.22
H 0.406 -1.951 -0.644  0.19
H 1.013 -1.102 -2.058  0.23
H -1.242 0.018 -2.306  0.15
H -1.290 -1.748 -2.448  0.17
H -1.783 -0.522 0.015  0.47



# 6
Formula: C5H12O2
Source: the OMol25 dataset
Level of theory: the ωB97M-V functional and the def2-TZVPD basis

## Properties
E_tot = -348.16926 Eh
F_max = 0.011 Eh/bohr
energy relative to the best compared isomer or geometry (same formula, charge and spin) = 22.32 kcal/mol
charge = 0
SMILES string = CC[C@@H](O)C=O.C

Each line ends with the natural charge from an NBO analysis.
Cartesian coordinates (Å):
C 2.593 0.131 1.112  -0.61
C 1.180 0.648 1.360  -0.41
C 0.187 0.114 0.317  -0.01
O 0.160 -1.286 0.295  -0.72
C -1.189 0.652 0.638  0.43
O -2.092 -0.081 0.976  -0.54
H 2.591 -0.962 1.084  0.23
H 2.985 0.496 0.155  0.20
H 3.274 0.458 1.904  0.21
H 0.834 0.328 2.351  0.21
H 1.163 1.747 1.347  0.20
H 0.476 0.490 -0.679  0.19
H -0.718 -1.538 0.631  0.49
H -1.325 1.749 0.581  0.13
C -2.050 -0.567 -2.365  -0.87
H -1.217 -1.155 -1.968  0.22
H -2.497 -1.086 -3.216  0.22
H -1.688 0.412 -2.693  0.21
H -2.802 -0.437 -1.583  0.22



# 7
Formula: C5H12O2
Source: the OMol25 dataset
Level of theory: the ωB97M-V functional and the def2-TZVPD basis

## Properties
E_tot = -348.12531 Eh
F_max = 0.011 Eh/bohr
energy relative to the best compared isomer or geometry (same formula, charge and spin) = 49.89 kcal/mol
charge = 0
SMILES string = C=C[C@@H](C)O.CO

Each line ends with the natural charge from an NBO analysis.
Cartesian coordinates (Å):
C 0.107 0.524 1.799  -0.42
C -0.054 -0.477 0.942  -0.17
C 1.014 -0.911 -0.038  0.05
C 0.612 -2.113 -0.882  -0.63
O 1.387 0.191 -0.880  -0.74
H 0.988 1.160 1.762  0.20
H -0.647 0.754 2.544  0.20
H -0.957 -1.079 0.959  0.21
H 1.879 -1.177 0.583  0.17
H -0.216 -1.861 -1.553  0.22
H 1.459 -2.460 -1.488  0.20
H 0.300 -2.945 -0.242  0.22
H 2.063 -0.136 -1.492  0.48
C -1.500 1.998 -0.146  -0.25
O -1.303 0.758 -0.802  -0.74
H -1.994 2.661 -0.853  0.17
H -2.150 1.869 0.729  0.17
H -0.592 2.507 0.217  0.17
H -0.399 0.738 -1.159  0.49



# 8
Formula: C5H12O2
Source: the OMol25 dataset
Level of theory: the ωB97M-V functional and the def2-TZVPD basis

## Properties
E_tot = -348.14183 Eh
F_max = 0.036 Eh/bohr
energy relative to the best compared isomer or geometry (same formula, charge and spin) = 39.53 kcal/mol
charge = 0
SMILES string = C/C=C/O.CCO

Each line ends with the natural charge from an NBO analysis.
Cartesian coordinates (Å):
C 2.636 0.235 -0.020  -0.64
C 1.633 0.373 -1.116  -0.30
C 0.711 -0.573 -1.368  0.14
O -0.201 -0.458 -2.370  -0.72
H 3.083 1.209 0.204  0.21
H 2.160 -0.130 0.897  0.21
H 3.440 -0.453 -0.296  0.21
H 1.784 1.160 -1.849  0.21
H 0.532 -1.426 -0.725  0.16
H -1.077 -0.656 -1.964  0.51
C -1.239 -0.066 1.756  -0.64
C -1.673 0.535 0.434  -0.08
O -2.220 -0.484 -0.410  -0.76
H -0.766 0.693 2.387  0.22
H -2.093 -0.482 2.301  0.20
H -0.529 -0.884 1.597  0.21
H -2.442 1.299 0.588  0.17
H -0.754 0.975 -0.099  0.21
H -2.986 -0.867 0.054  0.48



# 9
Formula: C5H12O2
Source: the OMol25 dataset
Level of theory: the ωB97M-V functional and the def2-TZVPD basis

## Properties
E_tot = -348.12064 Eh
F_max = 0.022 Eh/bohr
energy relative to the best compared isomer or geometry (same formula, charge and spin) = 52.82 kcal/mol
charge = 0
SMILES string = C=C(C)CO.CO

Each line ends with the natural charge from an NBO analysis.
Cartesian coordinates (Å):
C 0.535 -0.739 1.028  -0.36
C 1.130 -0.078 0.032  -0.09
C 1.874 1.210 0.255  -0.64
C 1.202 -0.717 -1.347  -0.09
O 0.209 -1.683 -1.591  -0.73
H 0.377 -0.298 2.009  0.20
H 0.086 -1.712 0.855  0.22
H 1.784 1.926 -0.571  0.21
H 2.937 0.967 0.360  0.22
H 1.557 1.706 1.178  0.22
H 1.210 0.059 -2.134  0.16
H 2.164 -1.240 -1.415  0.19
H -0.649 -1.301 -1.334  0.49
C -2.759 0.332 0.563  -0.24
O -1.599 -0.164 -0.048  -0.77
H -2.564 1.046 1.372  0.17
H -3.392 0.802 -0.194  0.17
H -3.301 -0.517 0.994  0.18
H -0.800 0.401 -0.012  0.50



# 10
Formula: C5H12O2
Source: the OMol25 dataset
Level of theory: the ωB97M-V functional and the def2-TZVPD basis

## Properties
E_tot = -348.12667 Eh
F_max = 0.051 Eh/bohr
energy relative to the best compared isomer or geometry (same formula, charge and spin) = 49.04 kcal/mol
charge = 0
SMILES string = CCOCCOC

Each line ends with the natural charge from an NBO analysis.
Cartesian coordinates (Å):
C -2.333 2.381 0.022  -0.63
C -0.888 2.120 -0.140  -0.06
O -0.691 0.746 -0.280  -0.55
C 0.571 0.299 0.109  -0.06
C 0.587 -1.193 -0.141  -0.07
O 1.828 -1.668 0.248  -0.53
C 1.882 -3.058 0.126  -0.24
H -2.821 1.940 0.996  0.21
H -2.918 1.944 -0.817  0.22
H -2.480 3.454 0.039  0.21
H -0.332 2.561 0.761  0.16
H -0.353 2.606 -1.066  0.16
H 1.322 0.810 -0.635  0.16
H 0.757 0.521 1.173  0.18
H -0.191 -1.654 0.500  0.16
H 0.372 -1.467 -1.174  0.17
H 1.696 -3.399 -0.907  0.16
H 1.136 -3.606 0.755  0.16
H 2.856 -3.339 0.431  0.19



These records have HOMO energy values of -9.60, -7.46, -9.46, -8.96, -6.92, -10.38, -9.02, -8.44, -9.11, -9.70 eV, in the order they appear.
These records have HOMO-LUMO gap values of 0.3721, 0.3083, 0.3589, 0.3348, 0.2854, 0.4148, 0.3596, 0.3374, 0.3639, 0.3971 hartree, in the order they appear.